# 1
ORCA calculation (ωB97M-V/def2-TZVPD) on an isolated ion of composition C3H5N2OS and charge +1 in a non-equilibrium geometry.

Last column: natural (NBO) charge in e.
Element x y z (Å)
C  -1.283  -0.096  -0.197  0.400
C  0.920  0.825  0.140  -0.213
C  0.501  -1.277  0.779  -0.128
N  -0.387  0.920  -0.415  -0.558
N  -0.874  -1.205  0.370  -0.544
O  1.579  2.762  -1.164  -0.881
S  2.144  1.723  -0.351  1.250
H  -2.267  -0.082  -0.532  0.244
H  1.097  -1.686  -0.100  0.241
H  0.787  -1.718  1.747  0.260
H  -0.567  1.774  -0.789  0.453
H  -1.651  -1.940  0.514  0.475

ΔE to the lowest compared entry with this formula, charge and spin   3.6489 eV
HOMO   -13.47 eV
HOMO-LUMO gap   8.20 eV
Total charge   +1
Energy   -699.84109 a.u.

=====

# 2
ORCA calculation (ωB97M-V/def2-TZVPD) on an isolated ion of composition C12H15N2O3 and charge +1 in a non-equilibrium geometry.

Last column: natural (NBO) charge in e.
Element x y z (Å)
C  -0.407  0.936  3.009  -0.658
C  -1.340  2.166  2.562  -0.076
O  -2.596  1.751  1.965  -0.536
C  -2.506  1.706  0.557  0.807
O  -3.237  2.387  -0.132  -0.513
C  -1.408  0.775  -0.149  -0.531
C  -1.812  -0.742  0.116  -0.415
C  -0.620  -1.797  -0.033  -0.451
C  0.723  -1.209  -0.599  0.007
C  1.786  -0.832  0.411  -0.096
C  3.086  -0.291  -0.132  -0.226
C  3.248  -0.177  -1.595  0.051
N  2.205  -0.522  -2.489  -0.482
C  0.962  -1.020  -2.083  0.400
N  -0.133  -1.369  -2.949  -0.551
C  0.244  -1.673  -4.126  0.906
O  0.475  -1.657  -5.266  -0.373
H  -0.350  0.825  4.140  0.240
H  0.659  1.129  2.660  0.197
H  -0.716  -0.041  2.517  0.207
H  -1.500  2.885  3.414  0.225
H  -0.750  2.711  1.752  0.170
H  -1.442  0.937  -1.270  0.246
H  -0.419  1.076  0.303  0.219
H  -2.586  -1.024  -0.673  0.236
H  -2.342  -0.892  1.112  0.245
H  -0.954  -2.678  -0.666  0.254
H  -0.372  -2.231  0.992  0.237
H  1.558  -0.958  1.506  0.268
H  3.886  0.006  0.608  0.275
H  4.243  0.198  -1.979  0.269
H  2.413  -0.376  -3.483  0.450

SMILES   CCOC(=O)CCCc1ccc[nH]c1=[N+]=C=O
ΔE to the lowest compared entry with this formula, charge and spin   0.2288 eV
HOMO   -12.75 eV
HOMO-LUMO gap   7.59 eV
Total charge   +1
Energy   -801.14565 a.u.

=====

# 3
ORCA calculation (ωB97M-V/def2-TZVPD) on C27H29InN4O5 as an isolated structure.

Last column: natural (NBO) charge in e.
Element x y z (Å)
In  0.728  0.347  0.443  1.977
O  2.732  2.239  1.129  -0.719
C  3.022  2.033  2.511  -0.093
C  1.863  1.378  3.243  -0.249
N  1.409  0.082  2.703  -0.496
C  2.471  -0.931  2.709  -0.356
C  3.352  -0.784  1.456  0.773
O  4.551  -0.955  1.527  -0.625
O  2.704  -0.463  0.371  -0.849
C  0.175  -0.297  3.400  -0.345
C  -1.014  0.517  2.867  0.784
O  -1.949  0.778  3.591  -0.614
O  -0.915  0.869  1.616  -0.857
H  3.301  1.643  0.615  0.510
H  3.166  3.014  2.967  0.193
H  3.953  1.476  2.627  0.203
H  1.004  2.053  3.230  0.213
H  2.153  1.247  4.294  0.202
H  2.001  -1.913  2.636  0.240
H  3.080  -0.895  3.614  0.213
H  0.251  -0.172  4.483  0.216
H  -0.032  -1.348  3.198  0.226
C  -0.448  4.654  -0.393  -0.255
C  -0.367  4.727  -1.780  -0.136
C  0.001  3.611  -2.501  -0.225
C  0.301  2.436  -1.815  0.220
N  0.207  2.376  -0.486  -0.530
C  -0.158  3.454  0.215  0.098
C  0.737  1.175  -2.468  0.167
C  1.284  1.162  -3.710  -0.293
C  1.771  -0.088  -4.205  -0.179
C  1.671  -1.201  -3.453  -0.224
C  1.054  -1.157  -2.146  0.262
N  0.578  0.064  -1.694  -0.729
C  0.890  -2.263  -1.343  -0.047
C  1.577  -3.509  -1.485  -0.134
C  1.654  -4.423  -0.502  -0.312
C  0.964  -4.151  0.745  -0.220
C  0.231  -3.054  0.909  -0.036
N  0.095  -2.050  -0.122  -0.529
H  -0.743  5.506  0.202  0.231
H  -0.608  5.649  -2.294  0.225
H  0.037  3.631  -3.580  0.230
H  -0.241  3.321  1.284  0.219
H  1.392  2.067  -4.287  0.215
H  2.223  -0.135  -5.187  0.217
H  2.026  -2.149  -3.830  0.215
H  2.105  -3.679  -2.413  0.213
H  2.219  -5.335  -0.623  0.218
H  1.023  -4.853  1.567  0.222
H  -0.369  -2.854  1.783  0.203
C  -4.693  -2.132  -0.709  -0.584
C  -3.753  -0.921  -0.730  -0.129
C  -3.805  -0.248  -2.108  -0.583
C  -4.170  0.084  0.350  -0.589
C  -2.367  -1.363  -0.484  0.007
C  -1.238  -1.743  -0.339  0.114
H  -5.712  -1.815  -0.943  0.205
H  -4.697  -2.601  0.276  0.213
H  -4.384  -2.877  -1.443  0.213
H  -4.816  0.114  -2.303  0.206
H  -3.527  -0.950  -2.896  0.214
H  -3.118  0.600  -2.149  0.212
H  -5.175  0.457  0.134  0.202
H  -3.482  0.925  0.392  0.226
H  -4.179  -0.379  1.337  0.220

ΔE to the lowest compared entry with this formula, charge and spin   1.4680 eV
HOMO   -6.17 eV
HOMO-LUMO gap   5.92 eV
Energy   -1831.61827 a.u.

=====

# 4
ORCA calculation (ωB97M-V/def2-TZVPD) on a single C27H34FN5O3S molecule.

Last column: natural (NBO) charge in e.
Element x y z (Å)
C  2.303  -7.627  -0.361  -0.616
C  0.841  -7.290  -0.627  -0.222
N  0.576  -5.887  -0.396  -0.459
C  0.095  -5.380  0.777  0.698
O  -0.223  -6.011  1.751  -0.574
C  0.000  -3.869  0.574  -0.136
C  -1.437  -3.380  0.802  -0.487
C  -1.457  -1.868  1.019  0.684
O  -0.777  -1.344  1.873  -0.622
N  -2.287  -1.209  0.172  -0.619
C  -2.517  0.174  0.077  0.184
C  -2.225  1.065  1.101  -0.240
C  -2.492  2.416  0.954  -0.294
C  -3.064  2.898  -0.218  0.299
O  -3.390  4.194  -0.461  -0.493
C  -3.237  5.134  0.577  -0.256
C  -3.351  1.999  -1.249  -0.247
C  -3.082  0.658  -1.102  -0.233
N  0.453  -3.710  -0.786  -0.411
C  0.685  -2.440  -1.420  -0.238
C  2.071  -1.871  -1.109  -0.406
C  2.134  -0.395  -1.508  -0.219
N  1.097  0.361  -0.826  -0.470
C  1.390  0.679  0.562  -0.244
C  2.365  1.857  0.692  -0.228
N  1.866  3.034  0.012  -0.463
C  1.154  4.006  0.682  0.255
C  0.936  5.253  0.076  -0.253
C  0.314  6.282  0.750  -0.266
C  -0.100  6.082  2.055  0.340
F  -0.720  7.090  2.720  -0.334
C  0.093  4.869  2.686  -0.259
C  0.709  3.839  2.001  -0.290
C  1.616  2.746  -1.385  -0.229
C  0.645  1.555  -1.513  -0.227
C  0.813  -4.891  -1.325  0.297
S  1.396  -5.136  -2.835  -0.209
H  2.946  -7.056  -1.027  0.223
H  2.472  -8.685  -0.536  0.217
H  2.562  -7.395  0.669  0.210
H  0.586  -7.511  -1.667  0.230
H  0.189  -7.851  0.046  0.226
H  0.649  -3.343  1.288  0.249
H  -2.072  -3.691  -0.028  0.211
H  -1.794  -3.854  1.720  0.264
H  -2.743  -1.748  -0.551  0.400
H  -1.796  0.699  2.019  0.249
H  -2.249  3.083  1.766  0.231
H  -3.607  6.076  0.178  0.200
H  -2.188  5.249  0.862  0.187
H  -3.827  4.857  1.456  0.175
H  -3.794  2.381  -2.155  0.228
H  -3.316  -0.026  -1.906  0.207
H  0.577  -2.584  -2.498  0.235
H  -0.061  -1.725  -1.071  0.230
H  2.268  -1.974  -0.041  0.195
H  2.836  -2.430  -1.649  0.224
H  3.150  -0.020  -1.311  0.175
H  1.953  -0.319  -2.583  0.199
H  1.790  -0.202  1.062  0.206
H  0.440  0.933  1.039  0.216
H  2.572  2.086  1.736  0.213
H  3.319  1.595  0.217  0.191
H  1.285  5.432  -0.928  0.213
H  0.157  7.240  0.278  0.230
H  -0.246  4.732  3.701  0.228
H  0.828  2.894  2.505  0.218
H  1.185  3.611  -1.885  0.211
H  2.571  2.503  -1.867  0.189
H  0.478  1.321  -2.566  0.199
H  -0.314  1.842  -1.067  0.208

SMILES   CCN1C(=O)[C@H](CC(=O)Nc2ccc(OC)cc2)N(CCCN2CCN(c3ccc(F)cc3)CC2)C1=S
HOMO   -7.42 eV
HOMO-LUMO gap   7.89 eV
Energy   -2046.87060 a.u.